The following is a DFT calculation (wB97M-V/def2-TZVPD) of 2 unconnected molecules or ions with the total composition CH4BrP at a distorted geometry.

## Properties
Molecular weight, g/mol: 126.9
Total charge: 0
Kohn-Sham gap (alpha / beta), Ha: 0.286 / 0.308
Relative energy (zero: lowest compared OMol25 entry of this formula, charge and spin), kcal/mol: 72.5
Total energy, eV: -80430.1426
E_HOMO (alpha / beta), eV: -8.947 / -8.427

CARTESIAN COORDINATES (ANGSTROEM)
C -0.820 0.340 -0.051
P 1.415 -1.839 0.444
Br 2.186 -2.400 -1.505
H -0.972 0.984 0.821
H -0.852 -0.752 0.053
H -0.523 0.877 -0.945
H 2.447 -0.882 0.827

Results of the Löwdin charge analysis, in e, for atoms 1 through 5: number 1, C, carries 0.026; number 2, P, carries 0.235; number 3, Br, carries 0.062; number 4, H, carries -0.013; number 5, H, carries -0.098

=====

The following is a DFT calculation (wB97M-V/def2-TZVPD) of 5 unconnected molecules or ions with the total composition C27H58O10PS5 at a distorted geometry.

## Properties
Molecular weight, g/mol: 734.1
Total charge: -1
Kohn-Sham gap, Ha: 0.220
Total energy, eV: -112877.6736
E_HOMO, eV: -3.864

CARTESIAN COORDINATES (ANGSTROEM)
C 3.610 1.608 0.446
C 2.375 0.724 0.211
C 1.680 0.317 1.518
C 1.336 -1.169 1.574
C 0.265 -1.667 0.568
C -1.176 -1.248 0.929
P -2.349 -0.822 -0.519
S -1.128 1.054 -1.061
C -3.576 -0.460 -1.964
C -4.795 0.385 -1.620
O -4.421 1.742 -1.325
C -5.140 2.440 -0.430
O -5.377 3.624 -0.622
C -5.589 1.771 0.861
C -5.422 2.712 2.049
H 3.280 2.566 0.856
H 4.114 1.782 -0.509
H 4.327 1.138 1.125
H 2.636 -0.172 -0.357
H 1.700 1.291 -0.432
H 2.389 0.531 2.333
H 0.800 0.924 1.743
H 0.961 -1.414 2.563
H 2.247 -1.760 1.407
H 0.299 -2.759 0.632
H 0.536 -1.412 -0.460
H -1.619 -2.094 1.470
H -1.159 -0.416 1.641
H -3.193 -0.064 0.405
H -3.165 -2.026 -0.231
H -1.538 -1.608 -1.451
H -0.914 1.568 0.160
H -3.067 0.031 -2.801
H -3.916 -1.444 -2.305
H -5.359 -0.072 -0.801
H -5.458 0.428 -2.493
H -6.643 1.502 0.736
H -5.043 0.849 1.056
H -4.396 2.677 2.415
H -5.679 3.741 1.792
H -6.101 2.409 2.850
C 0.336 0.646 7.785
C 0.639 2.062 7.273
C 1.159 1.930 5.836
S 0.414 0.434 5.171
O 1.463 -0.527 4.947
O -0.548 0.777 4.162
C -0.444 -0.043 6.671
H -0.230 0.663 8.717
H 1.271 0.111 7.969
H -0.278 2.655 7.280
H 1.364 2.573 7.905
H 0.872 2.767 5.206
H 2.238 1.796 5.804
H -0.456 -1.128 6.744
H -1.462 0.340 6.600
C 4.976 -4.277 -2.436
C 4.905 -4.492 -0.916
C 3.791 -3.583 -0.375
S 2.615 -3.386 -1.726
O 2.621 -2.010 -2.150
O 1.396 -4.086 -1.422
C 3.536 -4.330 -2.931
H 5.593 -5.027 -2.929
H 5.405 -3.295 -2.649
H 4.663 -5.537 -0.708
H 5.856 -4.272 -0.432
H 3.269 -4.013 0.476
H 4.161 -2.593 -0.117
H 3.390 -3.886 -3.909
H 3.149 -5.348 -2.918
C 0.783 -3.007 -7.922
C 0.250 -4.277 -7.244
C 1.392 -5.302 -7.228
S 2.916 -4.348 -7.199
O 3.644 -4.588 -8.421
O 3.554 -4.501 -5.915
C 2.142 -2.737 -7.286
H 0.109 -2.164 -7.786
H 0.901 -3.178 -8.995
H -0.051 -4.044 -6.221
H -0.623 -4.675 -7.760
H 1.368 -5.940 -6.348
H 1.409 -5.913 -8.129
H 2.778 -2.070 -7.863
H 2.038 -2.368 -6.266
C -1.340 6.110 0.486
C -2.750 5.829 1.020
C -2.593 5.013 2.308
S -1.006 5.477 3.008
O -0.126 4.337 2.991
O -1.204 6.229 4.226
C -0.526 6.586 1.686
H -1.348 6.854 -0.309
H -0.908 5.191 0.083
H -3.255 6.774 1.238
H -3.359 5.290 0.294
H -3.372 5.229 3.034
H -2.563 3.946 2.095
H 0.551 6.523 1.546
H -0.809 7.594 1.988

Results of the Löwdin charge analysis, in e, for atoms 1 through 5: number 1, C, carries -0.123; number 2, C, carries -0.263; number 3, C, carries -0.221; number 4, C, carries -0.210; number 5, C, carries -0.283

=====

The following is a DFT calculation (wB97M-V/def2-TZVPD) of a molecular structure, C14H28O28S7 at a distorted geometry.

## Properties
Molecular weight, g/mol: 868.8
Total charge: 0
Kohn-Sham gap, Ha: 0.374
Relative energy (zero: lowest compared OMol25 entry of this formula, charge and spin), kcal/mol: 143.0
Total energy, eV: -148136.1755
E_HOMO, eV: -10.190

CARTESIAN COORDINATES (ANGSTROEM)
C 0.452 5.334 -2.661
C -0.479 4.198 -2.374
O -1.297 4.182 -3.441
S -1.749 5.765 -3.805
O -2.496 6.192 -2.703
O -2.232 5.975 -5.174
O -0.098 6.172 -3.664
H 1.366 4.842 -2.993
H 0.559 5.989 -1.796
H -1.127 4.284 -1.501
H -0.058 3.200 -2.248
C 1.276 -1.752 7.193
C 1.404 -0.395 6.547
O 2.278 -0.523 5.533
S 1.785 -1.888 4.678
O 2.923 -2.665 4.152
O 0.594 -1.542 3.849
O 1.332 -2.619 6.157
H 0.412 -1.707 7.855
H 2.194 -1.868 7.769
H 1.702 0.412 7.216
H 0.418 -0.102 6.185
C -2.653 -3.669 -6.074
C -3.305 -4.971 -5.716
O -3.901 -4.947 -4.455
S -3.840 -3.460 -3.779
O -2.973 -3.348 -2.595
O -5.171 -2.872 -3.583
O -3.115 -2.760 -5.104
H -3.112 -3.305 -6.994
H -1.565 -3.713 -6.126
H -2.448 -5.642 -5.658
H -4.053 -5.450 -6.348
C 4.298 0.108 -2.435
C 3.118 -0.670 -3.033
O 2.392 0.398 -3.731
S 3.464 1.385 -4.657
O 3.183 2.800 -4.668
O 3.686 0.698 -5.911
O 4.645 1.029 -3.541
H 5.239 -0.386 -2.194
H 3.978 0.710 -1.585
H 2.460 -1.032 -2.244
H 3.421 -1.415 -3.768
C -0.751 -1.353 1.033
C -0.658 -1.338 -0.526
O -0.325 -0.084 -0.980
S -0.118 0.920 0.356
O -0.839 2.147 0.023
O 1.354 1.056 0.634
O -0.888 -0.100 1.417
H 0.101 -1.809 1.538
H -1.570 -1.869 1.534
H -1.619 -1.603 -0.967
H -0.041 -2.098 -1.006
C -1.168 6.458 2.602
C -1.701 5.236 1.834
O -1.756 5.739 0.540
S -2.035 7.371 0.513
O -3.380 7.707 0.123
O -0.990 8.040 -0.242
O -1.715 7.560 2.149
H -0.107 6.496 2.352
H -1.286 6.456 3.686
H -2.678 4.941 2.217
H -1.042 4.368 1.836
C 1.967 -5.712 3.259
C 1.406 -6.582 4.396
O 0.034 -6.191 4.332
S -0.481 -5.616 2.924
O -0.750 -4.203 3.162
O -1.411 -6.615 2.414
O 1.000 -5.719 2.278
H 2.919 -6.136 2.941
H 2.133 -4.650 3.443
H 1.827 -6.152 5.305
H 1.656 -7.639 4.304

Results of the Löwdin charge analysis, in e, for atoms 1 through 5: number 1, C, carries -0.179; number 2, C, carries -0.280; number 3, O, carries -0.186; number 4, S, carries 0.765; number 5, O, carries -0.206

=====

The following is a DFT calculation (wB97M-V/def2-TZVPD) of a gas-phase ion, C15H30NS2 (charge +1) at a distorted geometry.

## Properties
Molecular weight, g/mol: 288.5
Total charge: +1
Kohn-Sham gap, Ha: 0.263
Total energy, eV: -39190.8025
E_HOMO, eV: -12.680

CARTESIAN COORDINATES (ANGSTROEM)
C 4.170 2.695 1.438
C 3.487 1.331 0.914
C 3.817 1.220 -0.633
C 3.302 -0.111 -1.340
C 1.865 -0.622 -0.862
C 2.025 -2.128 -0.365
C 0.662 -2.939 -0.262
C -0.113 -2.463 1.054
C -1.684 -2.813 0.979
C -2.395 -2.148 -0.298
C -3.796 -1.478 0.021
C -3.719 -0.038 0.701
C -2.399 0.787 0.382
C -2.778 2.354 0.435
S -1.426 3.305 -0.402
N -2.191 4.190 -1.699
C -2.575 3.328 -2.593
S -3.491 2.315 -3.503
H 3.614 3.154 2.306
H 5.280 2.575 1.609
H 4.051 3.431 0.571
H 3.791 0.425 1.513
H 2.371 1.476 1.087
H 4.958 1.203 -0.715
H 3.496 2.130 -1.238
H 3.253 0.049 -2.463
H 4.048 -0.957 -1.182
H 1.339 0.059 -0.132
H 1.202 -0.654 -1.795
H 2.659 -2.658 -1.155
H 2.618 -2.141 0.609
H 0.064 -2.807 -1.212
H 0.943 -4.043 -0.185
H 0.276 -3.071 1.937
H 0.039 -1.351 1.189
H -2.197 -2.580 1.958
H -1.724 -3.950 0.871
H -1.672 -1.483 -0.867
H -2.612 -3.019 -1.005
H -4.470 -1.464 -0.899
H -4.334 -2.161 0.762
H -3.953 -0.103 1.816
H -4.588 0.568 0.266
H -2.002 0.605 -0.672
H -1.624 0.565 1.179
H -2.943 2.654 1.512
H -3.763 2.536 -0.111
H -0.881 4.224 0.483

Results of the Löwdin charge analysis, in e, for atoms 1 through 5: number 1, C, carries -0.127; number 2, C, carries -0.260; number 3, C, carries -0.229; number 4, C, carries -0.207; number 5, C, carries -0.219

=====

The following is a DFT calculation (wB97M-V/def2-TZVPD) of a molecular structure, C25H36N5S5Sb2Ti.

## Properties
Molecular weight, g/mol: 858.3
Total charge: -1
2S+1: 3
Kohn-Sham gap (alpha / beta), Ha: 0.190 / 0.215
Relative energy (zero: lowest compared OMol25 entry of this formula, charge and spin), kcal/mol: 0.0
Total energy, eV: -124332.6061
E_HOMO (alpha / beta), eV: -3.044 / -3.724

CARTESIAN COORDINATES (ANGSTROEM)
Ti 0.993 0.633 0.671
N -1.812 4.018 -0.268
C -1.584 4.939 0.762
C -1.627 6.309 0.546
C -1.427 7.181 1.605
C -1.146 6.692 2.875
C -1.074 5.323 3.081
C -1.320 4.445 2.038
S -1.402 2.708 2.256
N -0.715 2.182 0.785
C -1.018 2.859 -0.300
C -0.443 2.399 -1.512
C -0.705 2.937 -2.795
C -0.086 2.423 -3.897
C 0.839 1.364 -3.722
C 1.052 0.893 -2.454
N 0.430 1.345 -1.349
H -1.881 4.461 -1.170
H -1.819 6.689 -0.450
H -1.473 8.249 1.430
H -0.969 7.373 3.696
H -0.829 4.928 4.059
H -1.411 3.749 -2.922
H -0.292 2.827 -4.879
H 1.385 0.936 -4.549
H 1.778 0.109 -2.284
S 2.407 -1.193 1.689
Sb 4.590 -0.139 1.421
S 2.308 2.479 1.508
S 3.313 1.514 -0.048
S 5.771 -1.457 -0.019
C 1.111 0.431 4.336
C -0.113 -0.014 3.625
N -0.313 -0.049 2.325
C -1.596 -0.505 2.130
C -2.180 -0.754 3.328
N -1.225 -0.436 4.271
H 1.578 1.253 3.792
H 1.839 -0.381 4.358
H 0.862 0.750 5.348
H -2.005 -0.604 1.138
H -3.157 -1.109 3.592
H -1.316 -0.489 5.268
C -1.800 -3.668 0.789
C -0.380 -3.829 0.266
C 0.546 -4.323 1.367
Sb 0.392 -2.053 -0.699
C -0.815 -2.181 -2.528
C -1.926 -1.137 -2.491
C -1.397 -3.541 -2.877
C 2.233 -2.940 -1.409
C 2.093 -4.300 -2.075
C 3.013 -1.995 -2.314
H -2.219 -4.644 1.054
H -2.474 -3.205 0.065
H -1.813 -3.052 1.690
H -0.392 -4.565 -0.544
H 0.640 -3.585 2.167
H 1.556 -4.514 1.002
H 0.160 -5.251 1.800
H -0.104 -1.896 -3.312
H -2.668 -1.386 -1.726
H -2.456 -1.098 -3.448
H -1.552 -0.135 -2.272
H -2.137 -3.857 -2.141
H -0.646 -4.326 -2.944
H -1.912 -3.493 -3.842
H 2.803 -3.039 -0.480
H 1.591 -4.223 -3.043
H 1.553 -5.031 -1.472
H 3.088 -4.709 -2.267
H 2.462 -1.770 -3.234
H 3.961 -2.454 -2.599
H 3.278 -1.068 -1.801

Results of the Löwdin charge analysis, in e, for atoms 1 through 5: number 1, Ti, carries 0.140; number 2, N, carries 0.112; number 3, C, carries -0.263; number 4, C, carries -0.031; number 5, C, carries -0.101